[1]
An isolated molecule of C36H44N4O3 in a non-equilibrium geometry, computed with ωB97M-V/def2-TZVPD.

2S+1 ... 1
Highest occupied orbital energy ... -0.29852 Ha
HOMO-LUMO gap ... 8.651 eV
LUMO level ... 0.5280 eV
Energy above the lowest of the compared OMol25 structures with the same formula, charge and spin ... 0.0 kJ/mol

The geometry in XYZ format:
```
87
C36H44N4O3 ωB97M-V/def2-TZVPD
C -1.656 0.973 -2.361
C -1.536 0.500 1.917
C 1.230 -2.991 6.479
C -2.594 -5.846 -7.837
C -0.894 4.709 -0.436
C 1.470 5.119 -1.260
H 0.830 -1.919 -2.991
H 3.273 3.064 -1.906
C -2.455 -4.950 -5.615
C 3.135 -1.994 7.518
H -3.100 -0.266 -3.368
H -2.446 0.126 0.037
H -1.921 -4.558 -9.409
H 2.143 -5.164 7.798
C 2.783 2.672 0.159
C 2.954 4.960 -0.911
H 0.901 4.263 0.648
C -1.577 -2.667 -5.235
N 1.646 2.054 -0.269
H -2.597 -0.910 -1.794
H 1.476 0.045 -1.645
C 0.642 1.444 0.493
N -1.094 -1.565 -5.661
C -1.796 4.411 0.762
H -1.309 5.543 -1.006
H 3.221 0.141 7.471
H 0.815 0.537 -3.228
C 0.056 -1.331 -2.494
O 3.240 2.569 1.278
H -1.069 5.909 2.146
H 1.319 6.089 -1.738
O -0.846 -0.700 -4.649
H 1.606 0.803 4.135
C 0.670 1.433 1.878
H 1.586 1.550 6.492
H -2.388 0.162 2.487
C 0.574 0.092 -2.256
H -3.192 -6.900 -6.073
H 3.440 -4.939 6.629
H -2.778 -2.815 -3.444
H -2.380 1.578 -1.813
H 3.145 5.392 0.073
N -0.420 0.930 -1.608
C -0.463 0.909 -0.206
C -1.200 -1.288 -3.367
C 0.547 5.030 -0.041
H 4.069 -2.086 8.053
H -1.141 -3.481 -3.278
C -2.002 5.613 1.676
H 1.187 4.361 -1.996
H -2.852 -6.656 -8.503
C -2.070 -4.666 -8.345
C -1.928 -3.760 -6.118
H -1.429 1.475 -3.309
H -0.077 0.906 6.549
N 0.771 0.884 4.693
H -0.189 -1.635 5.628
C -2.785 -5.983 -6.472
H 1.345 2.247 -1.215
C -0.410 0.938 2.602
C -0.441 0.899 4.091
H 1.523 1.871 2.370
H -0.894 3.831 -1.088
H -1.368 3.587 1.338
H 4.521 3.503 -0.723
H -1.331 -2.706 -7.873
C 3.448 3.504 -0.922
H 0.581 5.980 0.494
H -2.391 6.459 1.113
H -2.609 -5.069 -4.553
H -2.768 4.079 0.390
C -1.739 -3.631 -7.496
C -1.559 0.482 0.536
C -1.733 -2.685 -3.731
C 1.457 -0.595 6.508
C -2.251 -0.402 -2.696
H 3.683 -4.452 8.307
C 2.430 -3.137 7.167
H -2.712 5.367 2.462
C 2.954 -4.501 7.501
H 3.555 5.512 -1.637
H -0.188 -1.801 -1.539
H 0.667 -3.871 6.201
C 0.749 -1.738 6.155
C 0.922 0.760 6.127
O -1.486 0.877 4.717
C 2.657 -0.737 7.189
```

Here are the Löwdin charges for atoms 1 to 8, given in e: number 1, C, carries -0.15; number 2, C, carries -0.01; number 3, C, carries -0.04; number 4, C, carries -0.09; number 5, C, carries -0.21; number 6, C, carries -0.20; number 7, H, carries 0.13; number 8, H, carries 0.12

[2]
A structure of composition C38H48BrFeNO3SeSi in a non-equilibrium geometry, computed with ωB97M-V/def2-TZVPD.

2S+1 ... 2
Highest occupied orbital energy (spin up / spin down) ... -0.11355 / -0.09787 Ha
Total charge ... -1
HOMO-LUMO gap (spin up / spin down) ... 5.440 / 5.013 eV
LUMO level (spin up / spin down) ... 2.3498 / 2.3498 eV

The geometry in XYZ format:
```
94
C38H48BrFeNO3SeSi ωB97M-V/def2-TZVPD
O -0.309 -2.110 -1.179
C 4.634 0.101 2.355
H -4.857 -6.420 -2.827
C 0.035 -1.873 -4.036
C 5.794 -3.454 5.659
C -0.850 -3.597 0.647
H -0.645 -4.629 0.931
H -2.040 8.134 1.961
H 5.614 -4.505 5.890
H 1.209 6.410 2.439
H 1.319 -3.487 -3.417
H 0.676 7.166 0.937
C -0.848 4.913 1.421
H -1.985 -0.810 -2.530
C -2.207 4.139 -2.586
Se 2.766 -1.777 0.435
O 0.697 -4.120 -1.113
H -4.127 4.345 -0.626
H 5.683 0.289 2.110
H -2.253 5.163 -2.214
C -1.299 6.115 3.574
C 1.832 -1.559 -6.150
N -0.796 -1.276 1.527
C 0.748 -0.702 -6.031
H -0.982 -0.178 -4.882
Si -1.161 -2.017 -2.627
H -1.362 7.090 4.067
H -4.056 -2.232 -2.505
H -3.194 1.704 -2.965
H -1.897 -3.531 0.330
H -1.779 7.364 0.393
H 5.498 -2.863 6.528
O -0.442 1.150 -0.385
C -4.605 -4.298 -2.659
H -4.674 3.159 -1.817
C -0.940 6.284 2.090
H -1.490 1.482 -2.496
H -2.994 6.717 1.507
C 5.038 -3.036 4.424
C 0.413 7.001 1.984
H -2.762 0.959 -1.413
H -1.398 -3.009 2.609
C -3.968 3.332 -0.999
H 6.871 -3.320 5.527
C 1.135 -2.725 -4.166
C -0.625 2.305 0.154
H -2.431 -6.866 -3.010
H -1.634 -1.104 0.979
H 0.378 7.971 2.490
H 2.537 -1.429 -6.962
H 4.351 0.793 3.152
H 2.858 -4.555 0.785
C -4.150 -5.600 -2.797
H 2.998 -5.607 2.221
H 5.727 -1.011 4.476
H -0.860 -0.711 2.366
C 3.644 -2.242 2.088
C -2.787 -5.850 -2.897
C 0.127 2.730 1.293
H 4.179 -4.960 4.062
C 2.733 -4.609 1.866
C -1.883 -4.800 -2.853
H -1.203 3.967 -2.979
C -1.614 4.534 0.328
C -0.659 -2.691 1.862
H -2.262 5.611 3.677
H -4.202 2.636 -0.190
C 4.253 -3.933 3.716
C -1.554 3.294 -0.308
H 0.681 4.159 2.754
H 0.609 0.099 -6.746
C -0.143 -0.860 -4.979
C -2.322 -3.480 -2.705
H 0.336 -2.834 2.283
H -2.317 5.253 -0.071
H -5.667 -4.099 -2.580
C -3.695 -3.248 -2.617
C -2.484 1.729 -2.130
H 1.668 -4.454 2.057
H 4.040 0.320 1.473
Fe 0.754 -0.462 0.194
C -0.023 -3.319 -0.589
H -0.822 -5.012 -2.918
Br 1.357 1.463 1.993
C -2.527 3.112 -1.488
H 2.885 -3.223 -5.296
C 2.025 -2.569 -5.217
C 0.040 3.955 1.904
C 5.116 -1.737 3.944
H -2.920 4.045 -3.410
C -2.003 7.172 1.444
C 3.560 -3.563 2.566
H -0.552 5.520 4.098
C 4.444 -1.326 2.796
```

Here are the Löwdin charges for atoms 1 to 8, given in e: number 1, O, carries -0.18; number 2, C, carries -0.12; number 3, H, carries 0.10; number 4, C, carries -0.24; number 5, C, carries -0.07; number 6, C, carries -0.08; number 7, H, carries 0.12; number 8, H, carries 0.08